No. 1
Below is a molecular structure, C5H8N2S at a distorted geometry, with properties calculated with the ωB97M-V functional and the def2-TZVPD basis.

Summary:
Net charge: 0
Highest occupied orbital energy (eV): -8.017
Maximum force (eV Å⁻¹): 5.97
ΔE to the lowest compared entry with this formula, charge and spin (kJ/mol): 515.0
Orbital gap (eV): 8.51
Lowest unoccupied orbital energy (eV): 0.4976
Multiplicity: 1

CARTESIAN COORDINATES (ANGSTROEM)
C1 1.423 0.754 -0.568
C2 0.204 0.440 -0.243
C3 -0.057 -0.445 0.856
C4 -1.166 -0.772 1.539
C5 -0.828 1.003 -1.075
H1 2.071 -0.680 0.774
H2 3.369 0.974 0.287
H3 1.728 1.294 -1.436
H4 0.829 -0.926 1.215
H5 -1.143 -1.436 2.570
H6 -2.259 -0.413 1.085
H7 -0.746 1.975 -1.554
H8 -1.539 -1.622 -0.648
N1 2.601 0.215 -0.017
N2 -1.992 0.576 -1.368
S1 -2.496 -0.937 -1.418

No. 2
Below is 2 unconnected molecules or ions with the total composition C5H8N2S at a distorted geometry, with properties calculated with the ωB97M-V functional and the def2-TZVPD basis.

Summary:
Net charge: 0
Highest occupied orbital energy (eV): -7.919
Maximum force (eV Å⁻¹): 5.18
ΔE to the lowest compared entry with this formula, charge and spin (kJ/mol): 545.3
Orbital gap (eV): 8.29
Lowest unoccupied orbital energy (eV): 0.3735
Multiplicity: 1

CARTESIAN COORDINATES (ANGSTROEM)
C1 -0.001 0.952 0.370
C2 0.019 -0.358 0.094
C3 1.177 -1.207 -0.199
C4 2.424 -0.606 -0.581
C5 -1.183 -1.067 0.543
H1 0.459 3.151 0.066
H2 1.878 1.879 0.181
H3 -1.019 1.414 0.463
H4 0.652 -2.563 -0.185
H5 2.686 0.519 -0.731
H6 3.201 -1.316 -0.743
H7 -0.912 -2.039 0.965
H8 -4.460 -0.268 -0.504
N1 0.781 2.059 0.266
N2 -2.475 -0.957 0.473
S1 -3.226 0.407 -0.479

No. 3
Below is a single C5H8N2S molecule at a distorted geometry, with properties calculated with the ωB97M-V functional and the def2-TZVPD basis.

Summary:
Net charge: 0
Highest occupied orbital energy (eV): -8.282
Maximum force (eV Å⁻¹): 5.19
ΔE to the lowest compared entry with this formula, charge and spin (kJ/mol): 616.4
Orbital gap (eV): 8.50
SMILES string: S=C1NNC[C@H]2C[C@H]12
Lowest unoccupied orbital energy (eV): 0.2128
Multiplicity: 1

CARTESIAN COORDINATES (ANGSTROEM)
S1 2.058 -1.872 -1.525
C1 0.867 -0.779 -1.001
N1 0.915 0.520 -1.371
N2 0.619 1.715 -0.428
C2 -0.652 1.292 0.372
C3 -0.353 -0.071 1.158
C4 -0.986 -1.397 1.122
C5 -0.416 -0.868 -0.247
H1 1.604 0.702 -2.218
H2 1.516 1.541 0.269
H3 -0.551 2.248 0.754
H4 -1.465 1.623 -0.323
H5 0.600 -0.267 1.551
H6 -2.008 -1.503 1.123
H7 -0.441 -2.315 1.554
H8 -1.307 -0.569 -0.790

No. 4
Below is a single C5H8N2S molecule at a distorted geometry, with properties calculated with the ωB97M-V functional and the def2-TZVPD basis.

Summary:
Net charge: 0
Highest occupied orbital energy (eV): -8.213
Maximum force (eV Å⁻¹): 1.77
ΔE to the lowest compared entry with this formula, charge and spin (kJ/mol): 33.2
Orbital gap (eV): 8.91
SMILES string: C=C1NC(=S)N[C@H]1C
Lowest unoccupied orbital energy (eV): 0.6970
Multiplicity: 1

CARTESIAN COORDINATES (ANGSTROEM)
C1 0.217 -2.030 -0.612
C2 -0.324 -0.856 -0.236
N1 -1.261 -0.743 0.828
C3 -1.372 0.525 1.244
S1 -2.187 1.053 2.627
N2 -0.741 1.301 0.344
C4 0.058 0.559 -0.682
C5 1.559 0.825 -0.585
H1 -0.042 -2.927 -0.007
H2 0.928 -2.090 -1.421
H3 -1.734 -1.475 1.320
H4 -0.696 2.310 0.496
H5 -0.256 0.838 -1.698
H6 1.879 1.860 -0.786
H7 2.181 0.226 -1.303
H8 1.791 0.624 0.469

No. 5
Below is a single C5H8N2S2 molecule at a distorted geometry, with properties calculated with the ωB97M-V functional and the def2-TZVPD basis.

Summary:
Net charge: 0
Highest occupied orbital energy (eV): -7.594
Maximum force (eV Å⁻¹): 5.81
ΔE to the lowest compared entry with this formula, charge and spin (kJ/mol): 262.2
Orbital gap (eV): 8.01
SMILES string: CC1=CN(S)[C@@H](S)N=C1
Lowest unoccupied orbital energy (eV): 0.4209
Multiplicity: 1

CARTESIAN COORDINATES (ANGSTROEM)
C1 0.115 -0.108 -2.600
C2 0.228 -0.067 -1.099
C3 -0.513 0.831 -0.353
N1 -0.312 1.002 1.012
S1 -1.206 2.105 1.945
C4 0.563 -0.297 1.925
S2 -0.586 -1.181 2.798
N2 1.241 -0.957 0.887
C5 0.961 -1.030 -0.376
H1 1.044 0.509 -3.014
H2 -0.587 0.576 -3.019
H3 0.083 -1.095 -2.957
H4 -1.039 1.687 -0.824
H5 -1.675 1.020 2.561
H6 1.235 0.332 2.502
H7 -1.016 -1.610 1.593
H8 1.462 -1.718 -0.981

No. 6
Below is a gas-phase ion, C5H8N3 (charge +1) at a distorted geometry, with properties calculated with the ωB97M-V functional and the def2-TZVPD basis.

Summary:
Net charge: +1
Highest occupied orbital energy (alpha / beta) (eV): -13.119 / -13.118
Maximum force (eV Å⁻¹): 1.32
ΔE to the lowest compared entry with this formula, charge and spin (kJ/mol): 449.5
Orbital gap (alpha / beta) (eV): 7.37 / 7.37
Lowest unoccupied orbital energy (alpha / beta) (eV): -5.7477 / -5.7506
Multiplicity: 1

CARTESIAN COORDINATES (ANGSTROEM)
C1 -0.719 -1.653 -0.658
C2 -0.529 -0.944 -1.972
C3 -0.147 1.224 -1.167
C4 -0.369 -1.220 0.489
C5 -0.019 -0.903 1.812
N1 -0.361 0.280 -2.095
N2 0.818 1.059 -0.330
N3 1.037 1.903 0.663
H1 -1.179 -2.624 -0.799
H2 -0.561 -1.581 -2.842
H3 -0.748 2.132 -1.262
H4 -0.924 -0.750 2.406
H5 0.607 -1.687 2.246
H6 2.003 1.937 0.970
H7 0.557 0.035 1.864
H8 0.536 2.792 0.676